Record 1
# C3H11N2S

2 unconnected molecules or ions with the total composition C3H11N2S (ωB97M-V with the def2-TZVPD basis set, the OMol25 dataset).

Each atom is followed by the atoms it is bonded to, with distances in Å.
Element x y z (Å)
1 C -3.268 -1.293 0.768  C2 1.494, H4 1.016, H5 1.079, H6 1.143
2 C -2.899 0.120 0.452  C1 1.494, S3 1.957, H7 1.079, H8 1.060
3 S -0.950 0.032 0.294  C2 1.957, H9 1.372
4 H -3.111 -1.469 1.757  C1 1.016
5 H -2.821 -1.983 0.070  C1 1.079
6 H -4.355 -1.640 0.714  C1 1.143
7 H -3.333 0.588 -0.418  C2 1.079
8 H -2.997 0.761 1.290  C2 1.060
9 H -0.877 1.402 0.297  S3 1.372
10 N 1.939 0.814 -0.518  C11 1.385, H13 1.036, H14 1.001
11 C 3.024 -0.045 -0.480  N10 1.385, N12 1.316, H15 1.107
12 N 4.194 0.425 -0.856  C11 1.316, H16 1.028, H17 1.042
13 H 2.016 1.751 -0.953  N10 1.036
14 H 1.075 0.372 -0.269  N10 1.001
15 H 3.000 -1.124 -0.235  C11 1.107
16 H 5.055 -0.006 -0.495  N12 1.028
17 H 4.308 1.296 -1.416  N12 1.042

## Properties
LUMO: -4.16 eV
charge: +1
2S+1: 1
electronic energy: -628.32359 Eh


Record 2
# C3H11N2S

2 unconnected molecules or ions with the total composition C3H11N2S (ωB97M-V with the def2-TZVPD basis set, the OMol25 dataset).

Each atom is followed by the atoms it is bonded to, with distances in Å.
Element x y z (Å)
1 C -1.059 -1.386 -0.833  N5 1.560, H7 1.093, H8 1.079, H9 1.162
2 C -1.235 0.369 0.931  N5 1.514, H10 1.137, H11 1.154, H12 1.127
3 C 1.537 0.672 -0.200  N4 1.345, S6 1.731, H13 1.152
4 N 1.676 0.983 1.101  C3 1.345, H14 1.008, H15 0.988
5 N -0.759 0.105 -0.482  C1 1.560, C2 1.514, H16 1.061
6 S 2.275 -0.720 -0.916  C3 1.731, H17 1.240
7 H -0.335 -2.045 -0.349  C1 1.093
8 H -2.043 -1.602 -0.445  C1 1.079
9 H -0.878 -1.537 -1.971  C1 1.162
10 H -0.721 -0.244 1.739  C2 1.137
11 H -1.155 1.455 1.312  C2 1.154
12 H -2.342 0.165 1.004  C2 1.127
13 H 0.964 1.443 -0.835  C3 1.152
14 H 1.420 1.902 1.429  N4 1.008
15 H 2.015 0.314 1.744  N4 0.988
16 H -1.452 0.605 -1.111  N5 1.061
17 H 2.093 -0.480 -2.118  S6 1.240

## Properties
LUMO: -4.10 eV
charge: +1
2S+1: 1
electronic energy: -628.28907 Eh